The following is a DFT calculation (wB97M-V/def2-TZVPD) of 10 unconnected molecules or ions with the total composition C60H150N10O20 in a non-equilibrium geometry.

Geometry (Å):
H1 -7.6475 3.3488 -0.1273
C1 7.9322 -2.7825 6.9425
H2 5.3589 -10.3405 -2.1605
O1 5.3906 -12.0857 -4.2566
C2 4.6971 6.3719 -2.8333
H3 0.9132 -0.5060 2.7192
C3 -2.6996 6.8250 7.6326
H4 2.2937 -9.0928 -1.6084
C4 5.5099 7.3592 -1.9125
H5 -2.1504 6.5961 3.7402
C5 -0.5281 4.7858 5.1373
C6 -5.4564 4.7436 3.7213
H6 -3.5943 9.0213 3.9557
C7 -3.6683 -3.8252 -0.3969
C8 -1.4135 -6.7078 0.4233
H7 -0.2043 4.1738 7.0192
H8 2.0432 -1.6875 -3.4252
H9 -2.8494 4.1509 0.8061
C9 4.1268 -11.5022 -4.2033
H10 -0.1880 -8.6904 1.4708
H11 -0.6662 3.5814 -1.9346
C10 -3.2306 -0.2313 -5.3167
H12 2.5147 0.2504 2.5625
H13 -2.1196 -5.1859 1.7367
H14 -3.2142 9.0081 6.2995
N1 4.4551 -9.9591 -2.4011
H15 -1.0272 5.1350 -1.2365
C11 0.4847 -8.0966 0.8519
C12 0.2063 -2.1060 -0.5953
C13 4.8454 -2.2059 1.3091
H16 -1.4616 -7.0032 -0.6248
H17 -0.8549 -1.7335 -9.4853
H18 3.3336 4.6287 7.3060
H19 5.1947 -5.3481 -3.4626
H20 0.1091 -0.9299 -5.0755
H21 0.5598 -8.0381 -3.3017
C14 -0.6102 3.3487 3.0783
H22 -1.2360 7.8910 0.5237
C15 -2.1728 1.8720 -5.6299
O2 1.6982 4.8462 6.3295
H23 5.4093 5.6185 -3.1699
H24 -1.5954 4.9494 5.2868
C16 5.4240 -3.9997 4.5485
H25 1.4513 3.2175 -2.9663
H26 2.3158 3.2470 7.5389
C17 0.3382 -1.8231 -5.6567
H27 1.2484 5.5081 1.3905
C18 -6.8096 4.3389 1.7553
H28 -5.2197 0.0617 -3.2467
O3 -2.3027 2.4597 0.0211
C19 4.5620 -3.0533 2.5649
N2 5.8077 -3.3199 3.3377
H29 -0.0340 3.9372 -0.3480
H30 -2.7207 2.9736 6.1388
C20 2.8672 4.9635 -3.1724
H31 -0.7454 0.6297 -0.3292
C21 0.2449 4.9628 6.4160
H32 -4.1567 0.2997 -5.0966
C22 1.8760 -3.8728 -0.2661
H33 1.5968 7.0426 2.1675
H34 4.9091 -14.0890 -3.9913
H35 -3.2287 4.3538 -2.1620
C23 -3.3147 2.3016 5.5194
C24 0.8711 6.5189 1.5454
H36 0.6979 -1.1560 -0.3860
H37 4.6588 -8.7118 -0.7751
H38 1.2009 -4.3936 0.4129
N3 -2.1171 0.6353 -4.8916
H39 3.4758 -12.0735 -3.5415
H40 4.7823 0.2375 0.0145
O4 -4.7244 -3.2181 1.7572
O5 -6.3791 2.1072 1.0251
H41 -4.6706 4.9154 2.9857
N4 -3.2304 -5.1717 -0.0608
H42 5.0086 8.0684 0.5859
H43 -0.2140 -2.4876 0.3352
N5 1.8412 -2.0733 -5.5122
C25 -0.8001 -1.7767 -1.7213
H44 4.5471 -3.6503 5.0935
H45 4.8986 -5.9203 -5.0407
C26 -5.0742 -0.9969 -3.0311
O6 -0.0195 -6.7533 0.8428
N6 -1.9000 -0.9839 -1.2323
C27 6.6110 -4.1533 5.4993
H46 5.9761 6.8009 -1.1007
C28 5.3631 -13.4164 -4.7190
O7 4.7583 8.4099 -1.3813
H47 4.0363 -4.0048 2.4846
C29 4.9495 -4.9963 -4.4647
C30 -0.2466 4.3790 -1.3215
H48 3.7569 -3.1224 -2.9000
H49 4.2120 7.0309 -3.5533
C31 -1.9737 -5.3216 0.6651
H50 -3.3965 8.1694 1.6334
O8 6.8054 -2.8553 6.0920
H51 -3.0516 0.5863 0.4712
C32 3.6417 -2.9929 -3.9761
H52 3.0194 0.0312 -0.1449
N7 -2.9359 7.1482 3.4267
O9 1.2060 -3.0174 -1.1406
H53 -5.9856 3.0115 3.2362
H54 -1.1451 -2.7109 -2.1643
H55 2.5728 -7.5654 -0.8604
H56 -0.5824 -3.4387 -9.6598
H57 -3.6062 1.2449 -1.0894
C33 4.0884 -10.0176 -3.8186
O10 0.8517 4.9366 -1.9791
H58 -0.0191 5.9345 6.8335
O11 3.7102 -4.2566 -4.6005
H59 -1.9597 -2.8461 -8.6798
H60 3.6920 -11.4643 -5.2021
H61 -0.0081 4.0291 2.4761
C34 -1.5388 0.4679 -1.0588
C35 -7.3822 3.1422 0.9096
C36 2.3024 4.3363 7.5043
H62 -4.5785 -3.9499 -0.9836
C37 -6.6352 0.8243 0.4468
H63 -4.5252 3.3811 -2.7444
H64 0.9632 6.9814 0.5627
O12 -3.9687 3.0129 4.4834
H65 -5.7771 0.1625 0.5638
H66 -7.4261 0.3868 1.0561
H67 -3.1685 3.7465 -5.7644
H68 2.9577 6.5836 -1.9213
C38 -3.1447 2.8950 -5.0843
H69 -5.3768 -1.1603 -1.9968
C39 3.9728 -0.4892 -0.0545
H70 -4.1174 1.9049 6.1410
H71 2.3275 5.6298 -3.8454
C40 5.2931 8.8591 -0.1083
N8 3.5232 5.7877 -2.1797
H72 -1.0720 -1.0125 -6.9984
H73 5.1561 -5.0462 4.4034
H74 0.7267 -8.5128 -0.1260
H75 0.5979 -0.7559 -7.5120
O13 -2.2173 7.2497 6.3704
H76 2.7014 -3.3850 0.2526
H77 -4.1574 2.4926 -5.0598
H78 -5.8704 5.6760 4.1051
H79 -4.0797 3.4013 -0.0913
H80 -4.2952 7.7597 5.9323
H81 -1.1738 -4.6610 0.3305
H82 6.2989 7.7349 -2.5640
H83 1.4828 -3.2598 -3.8135
H84 -3.7450 2.7723 1.5293
C41 -3.7278 4.0441 -3.0801
N9 -6.4511 3.9004 3.1209
H85 6.3556 -13.8551 -4.8224
O14 -3.7807 -1.4018 -3.1998
C42 -3.3092 -1.5625 -4.5558
C43 -2.7719 1.1932 -0.3899
H86 2.0705 4.8469 8.4390
H87 -5.8505 -2.6010 3.2571
H88 -1.1181 0.8760 -1.9778
H89 -5.8160 -1.5553 -3.6020
H90 -2.2767 0.9503 -3.9453
H91 -6.0517 4.8818 1.1905
H92 -2.0630 -7.4143 0.9401
H93 -1.1566 2.2662 -5.6307
H94 -4.0676 -2.6092 3.5989
H95 -2.8038 7.6262 8.3643
C44 1.0977 -7.1252 -3.0460
O15 -0.5099 6.5176 2.0232
H96 5.8261 -1.7343 1.3716
H97 -0.2112 5.6831 4.6057
H98 -0.2466 -1.2458 -2.4958
H99 -2.4461 -2.2276 -4.5868
H100 -2.6804 1.4986 5.1438
H101 5.7627 -4.3691 -4.8301
H102 7.7707 -3.3210 7.8763
H103 -4.0035 -2.1801 -5.1255
C45 -4.8547 -2.3529 2.8897
O16 3.7958 -1.2253 1.1453
H104 4.2137 -1.0889 -0.9323
H105 4.4210 -2.3667 -4.4105
H106 -1.9401 6.1601 8.0438
H107 -2.8925 -2.6282 1.2036
H108 4.8211 9.7584 0.2875
C46 -0.3928 1.8859 2.5860
C47 -0.9168 -2.6814 -8.9508
H109 -2.9452 -3.3902 -1.0868
C48 -4.8345 4.0480 4.9134
H110 -0.8431 8.5976 2.1254
C49 -3.2892 3.1705 0.6227
H111 -2.6642 -1.0231 -1.8915
H112 3.9646 -2.5122 3.2988
H113 8.8821 -2.9866 6.4483
C50 1.4597 0.3406 2.3035
H114 2.1591 -2.9265 -5.9494
H115 -4.2457 -1.8590 0.4230
H116 4.9365 -2.8600 0.4419
H117 -0.1805 -2.7124 -5.2987
H118 -2.3671 1.6440 -6.6779
C51 -2.6854 7.4112 1.9614
H119 6.3715 9.0154 -0.0819
H120 1.4607 -8.0580 1.3356
H121 0.9271 -6.3503 -3.7933
N10 -0.2069 3.4999 4.5241
C52 1.8678 4.0350 -2.3777
H122 -1.9113 8.8299 4.1881
H123 -0.6609 1.7931 1.5336
H124 4.8904 -13.4652 -5.6999
H125 4.8571 -9.4630 -4.3567
H126 -1.0239 1.1841 3.1313
C53 2.1939 -2.4994 -4.1366
H127 2.4432 -4.5971 -0.8508
O17 -2.7126 3.2768 -3.8129
H128 7.4800 -4.4734 4.9244
O18 0.9684 1.6260 2.7568
H129 -4.9115 -1.2842 2.6832
H130 -3.6009 6.2211 7.5272
H131 3.0669 -9.6475 -3.9052
H132 -3.0511 6.5443 1.4111
H133 0.7949 3.3739 4.5517
C54 -3.2570 8.0528 5.7763
C55 -1.2009 7.7130 1.5985
H134 0.6418 -6.8879 -2.0848
H135 3.6114 4.3690 -3.7023
C56 -3.8710 -2.8237 0.7652
H136 -7.6656 4.9939 1.9174
H137 2.3128 3.5942 -1.4856
C57 2.7912 -8.1354 -1.7635
H138 -5.5871 3.5782 5.5466
H139 -1.6649 3.5981 2.9617
H140 -4.2180 4.9106 -3.5239
H141 -8.3204 2.8284 1.3674
H142 6.3761 -2.5142 3.5565
H143 7.9307 -1.7645 7.3321
H144 -3.9389 -5.4338 0.6096
H145 4.8407 -7.8428 -2.3588
H146 -6.9379 0.7537 -0.5979
C58 4.2897 -8.5948 -1.7940
O19 2.4589 -7.4179 -2.9080
C59 -0.0914 -1.4814 -7.0798
C60 -2.8552 8.2950 4.2938
O20 -0.0672 -2.6375 -7.8556
H147 1.3051 0.3830 1.2254
H148 -3.1490 -0.6331 -6.3267
H149 -4.3760 4.7784 5.5801
H150 6.4132 -4.9198 6.2487

Calculated values
Multiplicity: 2
Total charge: +1
HOMO-LUMO gap (alpha / beta) in Eh: 0.2395 / 0.0527
Energy above the lowest of the compared OMol25 structures with the same formula, charge and spin in kJ/mol: 175.3
LUMO level (alpha / beta) in eV: -2.57 / -7.65


The following is a DFT calculation (wB97M-V/def2-TZVPD) of 15 unconnected molecules or ions with the total composition C60H154BN14O22 in a non-equilibrium geometry.

Geometry (Å):
O1 -0.2517 -0.0637 -0.4746
C1 4.2929 1.0857 4.4369
C2 -1.2995 0.7507 -0.4023
C3 -4.2502 1.1494 9.1119
C4 -3.8588 -5.4680 3.3718
H1 -1.5565 -2.6433 -4.9207
H2 6.4014 -1.5681 1.3752
N1 2.8914 4.8924 1.5556
H3 -0.2952 -1.6376 -6.4242
H4 -5.7685 1.0795 -1.8827
H5 -1.9344 4.8131 -5.1496
H6 2.2700 2.7722 1.1647
N2 5.8773 -4.3307 -0.7644
C5 -1.0044 -3.7786 -1.5864
N3 -1.1163 4.4726 0.8315
H7 1.3714 -3.2781 -4.0545
H8 6.5717 1.8106 0.9844
O2 -0.4298 0.7706 1.7272
H9 3.2491 -4.5208 -2.9324
H10 0.4941 6.2165 -2.8838
H11 5.0177 2.4631 5.7120
H12 0.8811 3.0120 -5.8206
C6 4.3910 3.1069 0.5550
N4 9.0632 -5.4532 0.9279
H13 -1.8266 -2.8882 2.2517
C7 6.3926 2.6519 1.6540
C8 3.1821 2.5274 -4.6623
N5 3.1525 -5.5701 1.5672
H14 6.1839 -2.1352 3.0964
H15 11.6611 -4.9009 1.4393
H16 -3.7710 -6.5537 3.3313
H17 1.5716 -5.4132 3.6660
C9 1.9214 -1.6522 1.2174
H18 -4.4923 4.1096 -2.5874
H19 -5.0162 4.4056 3.1840
H20 4.1639 -0.8604 5.3990
C10 -1.7995 5.6789 1.2136
O3 4.1442 -8.3972 1.3630
H21 4.4138 -1.8232 -2.5357
H22 -5.9770 -1.6712 -3.3667
H23 -5.5857 -4.1629 0.7801
H24 1.3621 -7.1308 3.9467
C11 -0.8385 -1.9211 -3.1103
H25 -0.0142 -4.0361 -1.9623
C12 5.1968 -2.5421 -2.2944
H26 -2.6452 6.3609 -4.7001
H27 8.8420 -5.2634 -0.0391
H28 5.6576 -0.1933 5.5422
H29 -6.7210 5.0801 2.8451
H30 9.5018 -4.4619 2.7085
H31 5.2353 -9.9019 0.4518
H32 -3.0484 -0.7859 2.1947
H33 -2.6966 3.0009 4.4604
H34 1.0718 1.2967 -5.6996
C13 0.4832 -3.4499 -4.6624
H35 -4.9485 -4.0712 -2.6593
O4 7.1283 -3.4751 1.9316
C14 -4.8313 -1.8931 -6.3847
H36 -3.8935 -1.6037 -6.8588
C15 4.6139 0.1210 5.5485
H37 -4.9074 -2.9784 -6.4513
H38 4.7727 3.1457 -6.4219
N6 -5.9523 -3.9898 -2.5825
H39 -6.3852 5.6630 -2.5029
H40 3.2237 -4.8476 2.2693
H41 6.4439 -3.7139 -0.1998
C16 1.5151 -6.3819 3.1696
H42 0.7386 -6.3363 2.4060
H43 -2.0697 6.2734 -2.4807
H44 -4.6756 3.7103 0.8357
H45 2.5972 -7.4005 -1.0953
C17 -5.3534 0.2371 -1.3293
H46 4.3415 0.5097 6.5298
C18 1.8059 2.1455 -4.1468
C19 -5.5095 -4.4685 -0.2634
H47 5.0963 4.3539 -5.2637
C20 2.8737 1.4825 4.4206
H48 -6.3018 -3.3241 -3.2569
H49 0.1412 5.5754 -4.4921
H50 -4.5191 1.7525 9.9791
H51 -5.8442 -5.5019 -0.3540
H52 -2.6242 3.5232 5.9497
H53 8.3247 -2.9902 0.2997
C21 -4.6960 -1.6427 -4.8504
O5 3.2051 3.8223 -5.2028
C22 4.2175 -9.7806 0.8225
C23 1.8614 0.7563 -3.4328
H54 -4.3716 5.6373 -0.7768
H55 -2.6382 -2.8140 3.8451
C24 -2.4733 1.3145 5.8597
H56 -1.5053 -4.7168 -1.3476
C25 -3.0607 2.6686 5.4326
C26 -5.1542 4.8871 -0.8896
H57 -5.2998 -1.8012 -0.0765
C27 -6.4262 5.4661 -1.4316
H58 -4.1134 -5.1612 4.3862
O6 5.0301 2.9696 1.8295
O7 -3.7399 -2.7396 1.9936
B1 0.4466 -0.0193 0.8342
C28 8.4167 -3.2033 1.3647
H59 -2.8004 6.1055 3.1196
C29 6.1802 -2.4032 2.0399
H60 3.9466 -10.4263 1.6578
H61 -6.3485 3.8508 0.5595
H62 6.8942 3.5446 1.2804
H63 -4.1413 2.7993 5.3754
C30 -4.7467 4.5807 -4.9746
H64 -4.4387 -4.6229 -0.3965
H65 0.4666 2.1321 3.9989
H66 -0.4461 7.1383 -4.0457
H67 -1.5233 -1.0780 -3.0191
C31 -3.1984 0.8235 7.0634
H68 11.3730 -3.1830 1.1634
H69 2.5302 0.5907 -2.5882
H70 2.6832 -8.7289 2.6634
C32 2.8553 -8.0504 1.8279
O8 2.5546 -2.6380 1.4094
H71 -0.7948 -3.2405 -0.6620
O9 -1.7010 8.2422 1.4369
C33 2.8191 3.6225 0.7604
H72 4.7919 -5.3550 -2.8611
N7 5.0371 2.2697 4.7208
C34 -5.3466 -2.0655 -1.1330
H73 3.5298 -9.8888 -0.0163
H74 -3.8833 -0.2889 -3.3921
C35 4.3192 4.0173 -5.9500
H75 0.8973 -3.5722 -5.6633
H76 -2.1769 3.8410 -2.3890
H77 -3.9589 3.2981 -1.2523
H78 0.6509 3.6032 3.1610
H79 6.1213 -2.0350 -2.0183
H80 2.6026 1.5402 5.4748
C36 -5.6409 5.1786 2.7365
H81 -3.7651 0.2982 9.5895
H82 4.6489 0.6814 3.4893
H83 1.5283 2.9414 -3.4557
N8 -2.2820 0.4138 4.6009
O10 -2.4131 1.8571 1.4809
H84 -2.3191 -4.9571 1.9130
O11 3.5065 -5.6134 -1.2746
H85 2.1548 3.1816 -1.1850
H86 -1.8469 0.9737 3.8816
H87 11.0397 -4.3479 -0.0502
N9 -1.5996 -5.0926 3.8494
H88 9.8128 -6.1242 0.8377
H89 3.9338 2.4877 -3.8740
C37 1.1581 2.9671 3.8863
H90 3.2893 5.5992 0.9537
H91 -2.3702 1.3629 -3.8010
H92 2.2220 0.6566 4.1356
H93 -1.4404 1.1895 -5.2555
H94 2.2794 -5.2149 1.2046
H95 -5.6314 4.1468 -4.5088
H96 3.6868 -6.7587 3.1260
O12 -1.6159 -2.9345 -2.5020
O13 -3.3500 1.7339 8.1010
H97 -0.7380 3.6342 -2.9732
H98 -4.7869 -0.8564 1.7639
H99 -4.2887 -2.1484 -1.3825
C38 2.6472 -0.2862 1.1497
H100 0.0736 -1.7817 -2.5300
H101 -1.8172 -6.0778 3.8956
C39 4.0698 -4.7932 -2.2687
C40 2.6406 -6.5964 -1.8299
C41 10.9565 -4.1806 1.0237
N10 0.8947 2.1815 -5.2460
H102 -6.7186 6.3379 -0.8463
O14 -3.6976 4.7529 -3.9824
O15 2.5119 2.5968 3.5923
O16 -2.9814 -0.0822 -5.1386
H103 6.0108 2.0190 4.6249
C42 -1.5630 5.6100 -3.1817
H104 -5.7151 -1.4260 -6.8194
H105 -6.5095 -1.0683 -4.8279
H106 4.5597 2.3850 -0.2441
H107 -3.0613 2.0265 -5.3017
C43 -0.5880 -2.3086 -4.5490
O17 -5.4876 5.4938 1.3638
H108 0.0825 -4.3929 -4.2906
O18 -1.9216 1.1287 -1.3449
H109 -1.5983 -4.7035 4.7814
C44 9.4854 -4.3114 1.6291
N11 -5.9877 -1.8008 -4.3683
H110 -5.0385 5.4562 -5.5547
H111 1.9240 5.1508 1.6879
H112 -7.1236 -3.1832 -1.0216
C45 -6.0881 -3.4067 -1.2781
H113 8.8340 -2.2936 1.7965
H114 0.8973 0.4179 -3.0533
H115 -2.7934 -0.0464 7.5805
H116 6.8421 2.3070 2.5852
H117 -0.3367 7.2007 0.2789
O19 1.7462 0.5839 0.8330
C46 -4.1848 -0.2877 -4.4396
H118 -1.3671 5.2845 3.3454
H119 -3.1624 7.9397 -0.0348
N12 -4.7476 3.7699 -1.6711
H120 -4.6423 -5.2247 2.6541
H121 1.6379 -6.2019 -1.9941
H122 -5.1663 0.8386 8.6096
H123 -1.7547 3.7077 0.9972
H124 -4.4080 3.8473 -5.7063
H125 2.2785 -0.0257 -4.0673
H126 -2.7021 4.4045 2.6554
H127 2.8447 4.7624 -1.1273
C47 -2.4983 5.3312 -4.3740
H128 4.8146 4.0106 0.1168
C48 -1.0284 7.0547 1.1086
H129 -4.8311 0.5719 -4.6170
H130 -5.3410 6.1136 3.2095
O20 3.8857 -0.1114 1.2634
H131 -1.0123 4.5423 -0.1708
H132 1.1652 3.5116 4.8305
H133 4.0626 -3.2692 -0.6794
H134 -3.9847 -2.3683 -4.4560
H135 -4.1899 0.5562 6.6978
H136 5.5217 -2.9534 -3.2501
N13 -0.3730 -1.2358 -5.5008
H137 -2.6336 5.6157 0.5147
H138 6.5419 -4.5754 -1.4846
H139 3.5289 1.7894 -5.3857
H140 2.9922 -7.1155 -2.7216
H141 -1.1087 -0.5445 -5.4694
H142 -0.2036 6.9230 1.8090
H143 -4.3111 -1.3644 3.3223
H144 -5.3814 0.5107 -0.2746
H145 1.2326 4.4746 -0.4797
H146 -7.2608 4.8052 -1.1980
H147 4.1500 4.9027 -6.5629
H148 5.1945 -2.8381 1.8746
C49 -3.0517 8.4090 0.9427
O21 -5.9056 -0.9363 -1.7013
C50 -2.6781 -3.2318 2.8391
C51 -2.1793 5.3604 2.6224
C52 -2.5875 -4.7602 2.9509
H149 2.0532 -8.2990 1.1329
C53 2.8377 -6.6673 2.4487
H150 -4.2646 0.2789 -1.3611
N14 -1.3009 4.3301 -2.5053
C54 -0.2729 6.1360 -3.6540
H151 -1.4443 1.6048 6.0716
C55 -2.4624 1.2204 -4.8777
C56 -3.9720 -1.3574 2.2864
C57 -5.4266 4.4303 0.5107
H152 -3.1853 0.1682 4.2217
H153 -3.6881 7.8508 1.6294
C58 2.2396 4.0634 -0.5499
C59 -1.5114 1.1628 1.0448
C60 4.7511 -3.6833 -1.4160
H154 -3.4321 9.4279 0.8696
O22 0.6423 -1.4583 1.2607

Calculated values
Multiplicity: 2
Total charge: -2
HOMO-LUMO gap (alpha / beta) in Eh: 0.1031 / 0.2563
LUMO level (alpha / beta) in eV: 3.53 / 3.53